31
Properties=species:S:1:pos:R:3:forces:R:3 method="wB97M-V/def2-TZVPD" e_homo_ha="-0.3074 / -0.2873" gap_ev="8.61 / 8.04" e_above_lowest_kcal_mol=25.34 total_charge=0 multiplicity=5 fmax_ev_per_a=3.14
Fe -0.67075 0.63088 -0.90176 0.18 0.25 -2.09
O -1.31508 -0.74027 -2.16677 0.35 -0.09 0.19
H -0.87262 -1.20235 -2.90517 -0.36 0.59 0.81
Br -0.22151 3.07410 -1.26155 -0.15 -0.43 0.35
C 1.24752 -2.23460 1.02975 0.08 0.77 -0.48
C -0.05923 -1.39837 1.12013 1.52 -1.47 0.15
O 0.13948 0.01334 0.97226 0.18 -0.61 0.61
H 1.00944 -3.29180 0.91241 -0.09 0.02 0.21
H 1.91347 -2.09170 1.88074 -0.20 -0.07 0.25
H 1.84492 -1.95099 0.16329 -0.21 0.04 -0.20
H -0.41496 -1.61419 2.12759 -0.80 0.11 -0.22
H -0.69660 -1.75012 0.30887 -0.40 0.29 0.26
H 0.42655 0.32945 1.83207 0.08 0.53 -0.17
C -3.24026 0.12358 2.24071 -0.17 1.18 -0.38
C -2.84686 1.17695 1.19925 -0.27 1.75 1.37
O -2.54291 0.62387 -0.00384 0.54 -2.31 -2.06
H -2.28714 -0.25043 2.61459 -0.38 -0.50 0.14
H -3.87424 -0.63770 1.78619 0.22 -0.20 0.09
H -3.81026 0.58552 3.04682 0.14 -0.05 0.14
H -1.96268 1.72135 1.53087 -0.04 0.09 0.13
H -3.52605 1.92604 0.79224 -0.94 0.54 1.86
H -3.39528 0.33800 -0.34050 0.38 -0.39 -0.95
C 3.30798 1.45373 -2.02622 0.54 0.59 0.24
C 2.66192 0.29067 -1.28676 0.75 0.19 -0.37
O 1.31044 0.11660 -1.68891 0.52 -0.35 0.19
H 3.14122 2.42934 -1.56964 -0.33 -0.14 0.20
H 2.97982 1.57378 -3.05869 -0.19 -0.40 -0.01
H 4.39109 1.33468 -2.05471 0.11 -0.17 0.02
H 2.76166 0.36342 -0.20377 -0.43 0.31 -0.03
H 3.17564 -0.63472 -1.54727 0.26 -0.12 -0.02
H 1.42529 -0.30806 -2.54219 -0.89 0.04 -0.22

***

37
Properties=species:S:1:pos:R:3:forces:R:3 method="wB97M-V/def2-TZVPD" e_homo_ha=-0.1240 gap_ev=5.52 e_above_lowest_kcal_mol=48.15 total_charge=-1 fmax_ev_per_a=5.09
Sr 1.16922 -0.42335 0.25236 5.07 -0.04 0.42
F 2.93226 -0.94658 2.03501 -1.28 0.20 0.21
F 3.03278 -1.63933 -0.88292 -1.45 -0.17 -0.54
F 3.03230 1.36072 -0.12183 -1.19 0.86 0.54
C -0.95955 -1.54952 -3.84915 -0.72 0.67 -0.81
C -0.12192 -0.93393 -2.75241 0.00 0.22 1.21
C -0.07588 0.58922 -2.83454 0.10 0.39 0.55
O 0.42582 1.20486 -1.63393 0.03 -0.73 -0.53
C 0.72139 2.57753 -1.81102 0.69 -0.15 -0.59
N -0.61131 -1.25825 -1.41082 -0.77 -0.80 -0.34
H -0.80671 -1.00023 -4.78415 0.52 -0.48 -0.24
H -2.04197 -1.41509 -3.73993 0.02 0.06 0.65
H -0.79898 -2.62115 -3.95784 0.27 0.08 -0.16
H 0.87348 -1.39060 -2.75225 0.27 0.46 -0.31
H -1.09190 1.00059 -2.89005 -0.21 -0.22 -0.74
H 0.51500 0.82326 -3.72406 0.02 0.51 0.08
H 1.52769 2.64592 -2.54723 -0.22 0.19 -0.33
H 1.18000 3.04153 -0.94148 -0.37 -0.59 0.48
H -0.18025 3.10929 -2.12936 0.00 0.15 -0.07
H -0.82927 -2.24940 -1.43905 -0.08 0.00 0.47
H -1.47031 -0.75775 -1.19855 -0.09 -0.05 -0.08
C -1.34474 -2.04025 2.30890 3.43 0.22 -0.38
O -0.45337 -1.48481 1.65814 -2.15 -0.26 0.73
N -1.92946 -1.50981 3.40393 -0.95 0.64 0.58
N -1.54998 -3.35729 2.14007 -1.47 -0.52 0.35
H -1.67853 -0.60308 3.75219 0.28 0.05 -0.43
H -2.69063 -1.95898 3.87697 0.02 -0.12 -0.07
H -1.13872 -3.84933 1.37042 0.05 0.02 0.06
H -2.19396 -3.77113 2.79024 0.13 -0.68 -0.41
C 0.57815 2.03470 2.33776 0.67 -0.02 -0.15
O -0.03564 1.39180 1.48788 -0.55 0.31 0.11
N -0.00390 2.36063 3.53722 -0.15 -0.01 0.31
N 1.83852 2.46814 2.21120 -0.11 0.42 -0.14
H -0.94490 2.06536 3.70790 -0.03 0.21 -0.06
H 0.42453 3.07569 4.09257 -0.25 -0.03 0.21
H 2.41920 2.20799 1.39204 0.17 -0.66 -0.52
H 2.28156 2.80264 3.04573 0.30 -0.13 -0.07

***

27
Properties=species:S:1:pos:R:3:forces:R:3 method="wB97M-V/def2-TZVPD" e_homo_ha=-0.4530 gap_ev=9.32 e_above_lowest_kcal_mol=32.91 total_charge=+1 fmax_ev_per_a=1.08
C -1.12908 -1.81347 2.06434 0.04 0.45 -0.01
C -1.27796 -0.30249 2.04945 0.24 0.31 0.28
N -1.53718 0.18614 0.65167 0.13 -0.59 -0.20
C -1.71339 1.65001 0.44613 -0.25 0.03 0.23
H -0.20809 -2.09280 1.55369 -0.07 -0.20 -0.04
H -1.06339 -2.14258 3.09780 0.02 -0.08 0.02
H -1.98737 -2.30389 1.60468 0.02 -0.08 -0.01
H -2.09326 0.06037 2.67190 -0.18 -0.08 -0.10
H -0.37786 0.19979 2.40088 0.07 -0.03 -0.08
H -2.35963 -0.33321 0.33796 -0.10 0.26 -0.17
H -0.77669 -0.13518 0.03606 0.01 0.07 0.16
H -2.48114 2.00415 1.13042 -0.06 0.00 -0.11
H -2.00104 1.80852 -0.58942 -0.04 0.10 0.04
H -0.78324 2.16748 0.65756 0.08 -0.12 0.01
C 1.34997 -0.11824 -3.25748 -0.05 -0.32 1.03
C 0.97017 -0.09908 -1.77290 -0.02 0.22 -0.02
N 2.15768 -0.00925 -0.94822 -0.16 -0.33 0.12
C 1.92326 0.22978 0.45351 -0.23 0.42 0.16
H 0.44113 -0.11101 -3.85158 0.17 0.16 -0.32
H 1.93316 -1.01580 -3.45446 -0.09 -0.04 -0.15
H 1.99933 0.73746 -3.43526 -0.23 0.13 -0.38
H 0.38638 -0.99216 -1.50656 0.24 -0.21 -0.05
H 0.28392 0.75751 -1.58649 0.10 0.11 -0.07
H 2.76260 0.70410 -1.31651 0.22 0.13 -0.14
H 2.80379 0.65474 0.93140 0.10 -0.14 -0.05
H 1.12145 0.97804 0.61512 0.00 0.01 0.04
H 1.65651 -0.66893 1.01632 0.03 -0.16 -0.19

***

28
Properties=species:S:1:pos:R:3:forces:R:3 method="wB97M-V/def2-TZVPD" e_homo_ha=-0.2939 gap_ev=8.73 e_above_lowest_kcal_mol=78.58 total_charge=0 smiles=CCCNC(C)C.O.O fmax_ev_per_a=6.86
C -0.91123 0.55163 -3.16540 -0.13 -1.19 0.79
C -0.90718 1.19610 -1.75294 4.57 -2.07 -0.91
C -0.93629 0.17960 -0.60094 -0.42 0.04 0.95
N -0.53876 0.78598 0.67195 -1.14 0.55 -0.94
C 0.69314 0.48690 1.24860 1.90 -2.04 1.43
C 1.91124 1.46079 1.00406 1.53 -3.08 3.97
C 0.45331 0.57276 2.83499 -1.04 3.93 -0.90
H -1.01486 1.22151 -3.99297 -0.16 0.78 -0.26
H -0.01482 -0.02506 -3.37416 0.35 -0.02 0.21
H -1.71695 -0.19407 -3.25172 -0.02 0.31 0.10
H 0.11819 1.75222 -1.60014 -2.01 -0.67 -0.40
H -1.67740 1.84804 -1.75734 -2.47 2.36 0.61
H -0.21140 -0.66890 -0.77448 -1.02 1.04 -0.05
H -1.94504 -0.26144 -0.34124 0.89 0.25 -1.24
H -0.95996 1.68581 0.94535 0.36 -0.84 -0.46
H 1.02190 -0.57685 0.87279 -0.73 1.87 1.00
H 2.57288 1.45794 0.17274 0.07 -0.42 -1.03
H 1.45958 2.35974 1.15414 -0.81 3.08 0.19
H 2.59658 1.28658 2.03030 -1.30 0.54 -2.99
H -0.64088 0.77187 3.18455 1.83 -0.59 -1.05
H 0.88424 -0.07209 3.50434 1.03 -2.48 1.10
H 1.04866 1.50732 3.12453 -1.25 -0.79 -0.12
O -1.30384 -2.77198 -0.54054 2.95 1.77 -3.47
H -1.95976 -3.06220 -0.04539 -5.87 -1.47 3.24
H -0.65747 -3.36250 -0.19367 1.56 -0.76 -0.02
O 1.03579 -2.99227 0.16395 2.12 -2.49 1.43
H 0.84824 -2.65110 1.03836 -0.23 0.73 -0.37
H 0.75208 -2.48635 -0.55972 -0.55 1.70 -0.80

***

29
Properties=species:S:1:pos:R:3:forces:R:3 method="wB97M-V/def2-TZVPD" e_homo_ha="0.0290 / -0.1688" gap_ev="2.63 / 7.90" e_above_lowest_kcal_mol=52.82 total_charge=-1 multiplicity=2 fmax_ev_per_a=5.96
C 1.49174 -1.58838 0.11504 -0.42 0.55 0.88
C 0.65148 -0.69815 -0.88767 -1.60 -1.13 3.30
N -1.86408 0.51254 -0.05643 -0.53 -0.75 0.01
C -0.63460 1.09526 0.28704 0.24 1.38 0.86
C 0.53266 0.61102 -0.13417 -0.45 0.98 -0.54
C 1.73969 1.48595 0.08302 -0.47 1.99 -3.02
C -0.71051 2.26933 1.33638 -3.93 0.42 -4.47
H 0.76773 -2.40914 0.29304 1.44 -0.14 0.08
H 1.60279 -1.01747 1.14303 0.14 -1.21 -2.11
H 2.49486 -1.84598 -0.32097 -1.00 -0.12 0.70
H 1.08647 -0.80099 -1.82319 0.87 0.72 -1.93
H -0.36774 -1.25487 -0.97854 1.64 1.17 0.06
H -1.78410 -0.12584 -0.85519 -0.22 0.77 0.28
H -2.62063 1.17463 -0.18144 0.20 -0.10 -0.03
H 2.60046 0.96754 -0.33542 0.40 0.29 0.34
H 1.55584 2.50356 -0.64970 0.65 -2.49 1.62
H 1.90839 1.95323 1.04065 0.03 -0.38 0.52
H -1.76826 2.29261 1.65227 0.16 -0.10 -0.03
H -0.22136 2.14878 2.18955 2.75 -0.88 3.50
H -0.58033 3.32374 0.99652 0.45 -0.92 -0.37
H -0.02115 1.67965 -3.18512 1.17 0.03 1.47
H -1.14774 2.40754 -3.79836 -0.40 0.47 0.06
O -0.60698 1.62804 -3.91281 -0.78 -0.50 -1.46
H 0.27696 -4.40051 1.03710 1.97 -0.77 0.31
H -0.83155 -3.56323 1.09638 -0.88 0.13 -0.24
O -0.58589 -4.40971 0.68117 -1.20 0.67 0.05
H -0.31467 -1.09265 2.13440 -0.81 0.06 -0.72
H -1.56240 -1.23031 1.18096 -1.50 2.35 -2.45
O -1.08708 -1.61615 1.85248 2.10 -2.51 3.33

***

29
Properties=species:S:1:pos:R:3:forces:R:3 method="wB97M-V/def2-TZVPD" e_homo_ha=-0.3179 gap_ev=9.28 e_above_lowest_kcal_mol=14.71 total_charge=0 smiles=CCNCC[C@H](C)O.O.O fmax_ev_per_a=1.39
C 1.20480 1.70781 1.71379 -0.36 0.01 -0.16
C -0.03663 2.53729 1.30173 0.56 0.20 0.71
N -0.35651 2.57064 -0.10375 -0.44 -0.14 -0.45
C -1.26361 1.53717 -0.58994 0.20 -0.15 0.20
C -0.80385 0.09365 -0.33632 -0.32 0.34 0.12
C 0.34701 -0.32762 -1.22948 0.13 -0.90 1.05
C -0.04450 -0.48354 -2.68133 0.40 -0.31 -0.04
O 0.81101 -1.63203 -0.82203 -0.16 -0.24 -0.13
H 0.98600 0.75113 2.19153 -0.10 0.09 0.05
H 1.74974 1.48077 0.80957 0.44 -0.09 -0.22
H 1.85352 2.28456 2.36603 0.08 -0.03 0.13
H 0.15135 3.55993 1.62338 0.04 0.21 -0.03
H -0.89889 2.23518 1.89371 -0.27 -0.15 -0.23
H 0.47397 2.65556 -0.67540 -0.04 -0.04 0.07
H -2.23037 1.71492 -0.12367 -0.13 -0.09 0.16
H -1.42919 1.67655 -1.65310 0.06 0.16 -0.25
H -1.60218 -0.61992 -0.53118 -0.38 0.06 -0.08
H -0.58913 0.00044 0.73872 0.31 -0.10 -0.28
H 1.17762 0.36251 -1.11454 0.21 0.28 -0.16
H 0.07454 0.44001 -3.22834 -0.19 0.31 -0.18
H -1.05531 -0.87904 -2.79894 0.00 0.11 0.04
H 0.64732 -1.20916 -3.11449 -0.06 0.08 -0.08
H 0.94615 -1.72756 0.13543 0.02 0.34 -0.18
O -1.83843 -3.26978 0.50747 -0.09 -0.15 0.28
H -1.45284 -2.84654 -0.26847 0.15 0.17 0.21
H -1.95677 -2.59361 1.18843 0.10 -0.04 -0.44
O 1.81384 -3.00775 1.70404 0.09 0.82 0.18
H 2.29166 -3.55129 1.07437 -0.29 -0.33 0.01
H 1.02968 -3.46029 2.02278 0.07 -0.41 -0.29

***

32
Properties=species:S:1:pos:R:3:forces:R:3 method="wB97M-V/def2-TZVPD" e_homo_ha=-0.3750 gap_ev=5.31 total_charge=+1 fmax_ev_per_a=0.30
O 2.12966 2.05387 -2.52589 0.29 -0.01 -0.03
C 2.10179 1.25401 -3.68505 -0.11 -0.04 -0.01
C 3.00167 0.04582 -3.44476 -0.08 -0.06 -0.06
S 4.74116 0.43692 -3.85703 0.09 -0.07 0.28
S 5.25737 -0.65901 -5.51762 -0.13 0.13 -0.12
H 2.26780 2.97962 -2.74336 -0.11 0.05 -0.05
H 2.39075 1.81267 -4.58013 0.01 -0.07 -0.03
H 1.09370 0.86631 -3.85930 0.00 0.04 0.05
H 3.00768 -0.18445 -2.37798 -0.02 -0.03 -0.02
H 2.72071 -0.83822 -4.01520 0.03 0.03 -0.03
H 5.35826 -0.36434 -2.96414 -0.01 0.11 0.01
H 5.39647 0.45169 -6.26582 0.04 -0.08 0.01
C -2.24930 1.55670 1.21074 -0.05 -0.04 0.01
S -1.74283 0.51604 -0.16111 0.09 -0.03 -0.02
O -1.81742 -0.90262 0.29017 -0.13 0.11 -0.01
C 0.00548 0.93694 -0.09444 0.00 0.04 0.04
H -3.32402 1.42796 1.32987 -0.01 0.02 -0.02
H -1.74400 1.23932 2.12439 0.02 0.01 0.01
H -2.03915 2.59842 0.96793 0.01 -0.01 -0.01
H 0.38098 0.70433 0.90198 -0.01 0.00 0.01
H 0.15441 1.98817 -0.33877 0.00 -0.01 0.01
H 0.50210 0.31298 -0.83560 0.00 0.00 0.01
C -1.97991 -2.53037 4.89883 -0.01 0.06 0.03
S -1.98426 -1.41001 3.49223 0.07 -0.17 0.03
O -1.71970 -0.04523 4.04011 0.01 0.03 -0.05
C -3.75006 -1.49500 3.17971 0.01 -0.01 -0.03
H -0.95559 -2.58534 5.26183 -0.01 0.00 0.00
H -2.63106 -2.13624 5.67855 0.00 0.00 0.00
H -2.30925 -3.51646 4.57208 0.00 0.00 0.01
H -4.28620 -1.20876 4.08394 0.00 0.01 0.00
H -4.01199 -2.50421 2.86336 0.00 0.00 0.02
H -3.96524 -0.80149 2.37048 0.02 -0.01 -0.01